*1*
A cluster of 2 separate species, C3H12N2O2 in total. Source: the Open Molecules 2025 dataset; level of theory: ωB97M-V with the def2-TZVPD basis set.

LUMO energy   0.86 eV
SMILES   NCCO.NCO
Highest occupied orbital energy   -8.772 eV

ORCA input file:
```
! wB97M-V def2-TZVPD RIJCOSX def2/J DEFGRID3
* xyz 0 1
C 0.308 -0.393 1.669
O 0.819 0.124 2.888
C -0.951 0.395 1.359
N -1.604 -0.071 0.116
H 0.057 -1.459 1.731
H 1.044 -0.278 0.867
H 1.385 -0.548 3.267
H -1.656 0.311 2.188
H -0.707 1.448 1.218
H -2.231 -0.848 0.283
H -0.596 -0.599 -0.794
H -2.121 0.658 -0.352
N 0.716 1.112 -1.930
C 1.091 -0.309 -1.921
O 0.050 -1.122 -1.493
H 1.229 1.642 -2.624
H -0.238 1.075 -2.290
H 1.430 -0.676 -2.904
H 1.975 -0.464 -1.279
*
```



*2*
A cluster of 2 separate species, C3H12N2O2 in total. Source: the Open Molecules 2025 dataset; level of theory: ωB97M-V with the def2-TZVPD basis set.

LUMO energy   0.75 eV
SMILES   NC[C@@H](N)CO.O
Highest occupied orbital energy   -9.315 eV

ORCA input file:
```
! wB97M-V def2-TZVPD RIJCOSX def2/J DEFGRID3
* xyz 0 1
N -1.213 -1.817 0.306
C 0.159 -1.374 0.383
C 0.132 0.165 0.017
O -0.531 0.378 -1.212
C 1.265 -1.560 1.511
N 0.716 -1.621 2.879
H -1.320 -2.788 0.027
H -1.668 -1.765 1.216
H 0.794 -1.730 -0.456
H -0.195 0.844 0.810
H 1.185 0.383 -0.153
H -0.506 -0.451 -1.691
H 2.014 -2.297 1.228
H 1.863 -0.655 1.438
H 1.365 -0.986 3.321
H -0.240 -1.338 3.026
H -1.397 4.807 -4.555
H -1.061 6.037 -3.616
O -1.361 5.769 -4.480
*
```



*3*
A cluster of 2 separate species, C3H12N2O2 in total. Source: the Open Molecules 2025 dataset; level of theory: ωB97M-V with the def2-TZVPD basis set.

LUMO energy   0.72 eV
SMILES   NCCNCO.O
Highest occupied orbital energy   -8.501 eV

ORCA input file:
```
! wB97M-V def2-TZVPD RIJCOSX def2/J DEFGRID3
* xyz 0 1
C 1.008 0.466 0.154
N -0.131 -0.358 -0.209
C 0.008 -1.508 -0.972
O -1.118 -2.366 -1.094
C 0.545 1.077 1.684
N 0.498 0.011 2.701
H 1.123 1.425 -0.397
H 1.985 0.010 0.207
H -1.049 0.043 -0.141
H 0.255 -1.041 -1.965
H 0.834 -2.093 -0.404
H -1.813 -1.973 -1.657
H 1.221 1.949 1.850
H -0.534 1.300 1.539
H -0.287 0.108 3.233
H 0.609 -0.899 2.243
H -0.625 1.070 -1.600
H -1.097 1.512 -3.028
O -1.433 1.269 -2.148
*
```



How far above the most stable structure does each one sit? In eV: *1* 0.000; *2* 0.746; *3* 1.281.



*1*
A cluster of 2 separate species, C3H5Br in total. Source: the Open Molecules 2025 dataset; level of theory: ωB97M-V with the def2-TZVPD basis set.

LUMO energy (spin up / spin down)   0.03 / -0.90 eV
Highest occupied orbital energy (spin up / spin down)   -8.775 / -8.502 eV

ORCA input file:
```
! wB97M-V def2-TZVPD RIJCOSX def2/J DEFGRID3
* xyz 0 1
C 0.278 -0.381 -0.226
C -1.654 -0.697 0.642
C 0.924 0.942 -0.437
Br -2.019 -2.494 0.961
H 0.396 -1.234 -0.999
H -1.320 -0.049 1.518
H 1.336 1.285 0.577
H 0.264 1.747 -0.902
H 1.794 0.882 -1.133
*
```



*2*
An isolated molecule of C3H5Br. Source: the Open Molecules 2025 dataset; level of theory: ωB97M-V with the def2-TZVPD basis set.

LUMO energy (spin up / spin down)   -0.06 / 0.13 eV
Highest occupied orbital energy (spin up / spin down)   -8.402 / -8.365 eV

ORCA input file:
```
! wB97M-V def2-TZVPD RIJCOSX def2/J DEFGRID3
* xyz 0 1
C 0.284 0.432 -0.626
C 0.914 -0.723 0.056
C -0.786 0.738 0.482
Br -2.446 -0.134 0.042
H 0.918 1.216 -0.617
H -0.115 0.304 -1.650
H 0.287 -1.707 -0.008
H 1.656 -0.727 0.721
H -0.712 0.601 1.600
*
```



How far above the most stable structure does each one sit? In eV: *1* 2.443; *2* 0.000.



*1*
A structure of composition C3H4O2S. Source: the Open Molecules 2025 dataset; level of theory: ωB97M-V with the def2-TZVPD basis set.

LUMO energy   0.68 eV
Highest occupied orbital energy   -10.462 eV

ORCA input file:
```
! wB97M-V def2-TZVPD RIJCOSX def2/J DEFGRID3
* xyz 0 1
C -0.365 -0.513 0.904
C -0.502 -1.007 -0.362
C 0.406 0.675 0.723
O 1.403 0.042 -1.906
O -0.672 1.241 -1.721
S 0.260 0.364 -1.122
H -0.702 -0.861 1.866
H -1.036 -1.860 -0.616
H -0.203 1.540 1.127
H 1.412 0.379 1.106
*
```



*2*
A structure of composition C3H4O2S. Source: the Open Molecules 2025 dataset; level of theory: ωB97M-V with the def2-TZVPD basis set.

LUMO energy (spin up / spin down)   -1.26 / -1.21 eV
Highest occupied orbital energy (spin up / spin down)   -8.870 / -8.815 eV

ORCA input file:
```
! wB97M-V def2-TZVPD RIJCOSX def2/J DEFGRID3
* xyz 0 1
C 0.092 -0.589 0.302
C -0.020 -1.769 -0.430
C -1.100 0.298 0.426
O -1.418 -0.242 2.912
O -1.004 -1.819 -1.135
S -1.681 -0.982 1.676
H 0.985 -0.187 0.750
H 0.568 -2.639 -0.022
H -0.995 1.101 1.163
H -1.893 0.234 -0.302
*
```



*3*
An isolated molecule of C3H4O2S. Source: the Open Molecules 2025 dataset; level of theory: ωB97M-V with the def2-TZVPD basis set.

LUMO energy   -0.98 eV
SMILES   CC(=O)C(O)=S
Highest occupied orbital energy   -9.184 eV

ORCA input file:
```
! wB97M-V def2-TZVPD RIJCOSX def2/J DEFGRID3
* xyz 0 1
C -0.638 -1.262 -0.033
C -0.511 0.213 0.012
C 0.983 0.680 0.100
H -1.336 -1.529 -0.784
H 0.337 -1.636 -0.182
H -1.004 -1.644 0.921
H 0.170 2.308 -0.209
O -1.381 1.089 0.143
O 1.095 1.982 -0.034
S 2.285 -0.201 0.067
*
```



How far above the most stable structure does each one sit? In eV: *1* 1.995; *2* 2.639; *3* 0.000.



*1*
An isolated molecule of C2H4ClNO. Source: the Open Molecules 2025 dataset; level of theory: ωB97M-V with the def2-TZVPD basis set.

LUMO energy   0.43 eV
SMILES   [H]/N=C(/C)OCl
Highest occupied orbital energy   -10.437 eV

ORCA input file:
```
! wB97M-V def2-TZVPD RIJCOSX def2/J DEFGRID3
* xyz 0 1
C 0.868 0.350 -0.036
C -0.378 -0.436 0.142
N 0.910 1.558 0.110
O 2.020 -0.562 -0.325
Cl 3.401 0.327 -0.245
H -0.184 -1.359 -0.249
H -1.123 -0.040 -0.456
H -0.622 -0.279 1.220
H 1.754 2.151 -0.006
*
```



*2*
A cluster of 2 separate species, C2H4ClNO in total. Source: the Open Molecules 2025 dataset; level of theory: ωB97M-V with the def2-TZVPD basis set.

LUMO energy (spin up / spin down)   0.08 / -0.08 eV
Highest occupied orbital energy (spin up / spin down)   -7.840 / -8.163 eV

ORCA input file:
```
! wB97M-V def2-TZVPD RIJCOSX def2/J DEFGRID3
* xyz 0 1
C 0.167 -0.358 0.198
C -0.640 0.814 0.638
N -2.562 -0.014 1.252
O -2.767 0.352 2.338
Cl -0.214 1.630 2.071
H 0.921 -0.607 0.940
H -0.472 -1.227 0.051
H 0.655 -0.145 -0.751
H -1.069 1.456 -0.118
*
```



How far above the most stable structure does each one sit? In eV: *1* 0.000; *2* 1.216.